# 1
Computed, not measured: a 7-piece molecular cluster, C26H55F5N8O12PS overall, with ωB97M-V/def2-TZVPD.

## Properties
Multiplicity   1
Total charge   +1
HOMO level   -9.69 eV
E_tot   -3603.08328 Eh

Each line ends with the Löwdin charge.
Geometry (Å):
N  -3.958  -0.568  -4.918  -0.15
P  -2.839  -0.494  -3.771  0.71
O  -2.400  -2.083  -3.391  -0.16
O  -3.555  0.354  -2.468  -0.17
N  -1.504  0.471  -4.464  -0.12
C  -1.613  1.936  -4.118  -0.08
C  -0.301  2.731  -4.644  -0.12
O  0.478  2.004  -5.631  -0.11
C  0.890  0.698  -5.177  -0.26
C  0.958  -0.241  -6.514  -0.04
C  0.973  0.742  -7.803  -0.18
O  0.208  0.566  -8.787  0.01
C  -0.123  -0.029  -4.160  -0.27
S  0.411  0.177  -2.395  0.89
O  -0.734  0.400  -1.432  -0.29
O  1.335  1.372  -2.216  -0.30
C  1.376  -1.304  -1.723  -0.31
F  0.559  -1.934  -0.769  0.07
F  2.490  -0.792  -1.003  0.08
C  1.802  -2.369  -2.835  -0.34
F  0.702  -3.196  -3.167  0.11
F  2.738  -3.241  -2.212  0.12
F  2.421  -1.822  -3.965  0.13
H  -4.829  -0.109  -4.567  -0.04
H  -2.974  -2.655  -3.952  0.10
H  -4.463  -0.003  -2.310  0.10
H  -1.614  0.411  -5.504  0.18
H  -2.543  2.331  -4.674  0.16
H  -1.785  2.163  -3.017  0.14
H  -0.715  3.659  -5.187  0.15
H  0.329  3.160  -3.782  0.12
H  1.931  0.652  -4.718  0.16
H  -0.017  -0.828  -6.585  0.12
H  1.901  -0.874  -6.560  0.14
H  1.649  1.671  -7.868  0.15
H  -0.123  -1.150  -4.418  0.14
C  -0.070  -3.977  2.993  -0.33
O  -0.429  -4.766  3.847  0.01
N  1.012  -3.152  3.084  -0.20
C  1.371  -2.241  2.019  -0.07
C  1.828  -3.188  4.284  -0.04
H  -0.617  -3.868  2.042  0.13
H  2.379  -2.482  1.669  0.09
H  1.353  -1.218  2.405  0.10
H  0.676  -2.320  1.188  0.05
H  2.225  -4.197  4.416  0.10
H  1.207  -2.941  5.148  0.09
H  2.651  -2.477  4.210  0.09
C  4.409  2.354  -2.243  -0.34
O  4.624  3.075  -3.202  0.00
N  5.257  2.173  -1.191  -0.20
C  4.933  1.299  -0.082  -0.05
C  6.524  2.878  -1.181  -0.04
H  3.475  1.775  -2.157  0.09
H  4.925  1.882  0.842  0.09
H  5.693  0.515  -0.012  0.09
H  3.956  0.837  -0.221  0.06
H  6.336  3.954  -1.217  0.09
H  7.099  2.595  -2.066  0.10
H  7.091  2.635  -0.282  0.09
C  -1.935  -5.736  9.047  -0.35
O  -1.798  -4.625  9.528  0.00
N  -1.526  -6.111  7.804  -0.20
C  -1.725  -7.455  7.303  -0.06
C  -0.871  -5.134  6.954  -0.04
H  -2.420  -6.552  9.608  0.13
H  -0.753  -7.894  7.065  0.09
H  -2.338  -7.411  6.398  0.09
H  -2.227  -8.079  8.044  0.08
H  0.028  -4.772  7.456  0.07
H  -1.547  -4.291  6.793  0.10
H  -0.603  -5.576  5.996  0.06
C  2.399  -3.748  8.828  -0.33
O  2.097  -3.710  7.648  -0.01
N  2.187  -2.747  9.725  -0.20
C  2.574  -2.866  11.116  -0.06
C  1.554  -1.523  9.274  -0.04
H  2.884  -4.632  9.272  0.13
H  1.686  -2.760  11.743  0.09
H  3.288  -2.074  11.356  0.09
H  3.036  -3.835  11.311  0.08
H  0.567  -1.759  8.868  0.09
H  2.160  -1.076  8.483  0.09
H  1.452  -0.819  10.100  0.09
C  -0.100  6.165  -2.581  -0.32
O  -0.669  5.408  -3.353  -0.02
N  1.186  6.587  -2.701  -0.19
C  1.793  7.488  -1.741  -0.05
C  1.978  6.120  -3.824  -0.03
H  -0.610  6.577  -1.696  0.14
H  2.112  8.396  -2.258  0.09
H  2.660  6.999  -1.292  0.09
H  1.085  7.755  -0.955  0.09
H  1.491  6.419  -4.755  0.10
H  2.037  5.029  -3.794  0.08
H  2.983  6.541  -3.785  0.10
C  -6.878  1.649  -4.861  -0.30
O  -6.435  0.687  -4.250  -0.03
N  -7.373  2.778  -4.292  -0.19
C  -7.882  3.880  -5.085  -0.05
C  -7.393  2.886  -2.845  -0.04
H  -6.909  1.670  -5.961  0.14
H  -7.302  4.778  -4.861  0.09
H  -8.931  4.048  -4.829  0.10
H  -7.806  3.662  -6.151  0.09
H  -6.372  2.797  -2.465  0.09
H  -7.992  2.071  -2.433  0.10
H  -7.815  3.843  -2.538  0.09


# 2
Computed, not measured: one molecule with the formula C20H20FN5, with ωB97M-V/def2-TZVPD.

## Properties
Multiplicity   1
SMILES   CN(C)c1ccc(Cc2nc3cn(Cc4ccc(F)cc4)nc3[nH]2)cc1
HOMO level   -7.65 eV
E_tot   -1147.72491 Eh

Each line ends with the Löwdin charge.
Geometry (Å):
F  -2.200  4.296  -5.164  0.05
N  -1.233  2.406  1.227  0.15
N  -2.312  -0.733  2.211  0.18
C  -1.154  1.205  1.741  -0.30
C  -1.034  -0.826  2.589  -0.27
C  -2.370  0.520  1.730  -0.32
C  -3.275  1.327  1.152  0.03
C  -3.726  4.055  -3.379  -0.02
C  -1.359  4.252  -2.973  0.00
C  1.483  -3.267  -0.078  -0.01
C  3.110  -2.363  1.441  -0.03
C  0.457  -3.010  0.857  -0.02
C  2.093  -2.069  2.357  -0.06
C  -3.976  3.919  -2.001  -0.03
C  -1.578  4.114  -1.589  -0.01
C  -2.437  4.133  -3.838  -0.29
C  2.826  -2.983  0.225  -0.24
C  0.769  -2.430  2.103  -0.23
C  -2.895  3.920  -1.099  -0.22
N  -0.238  0.340  2.322  0.17
N  3.842  -3.291  -0.695  -0.20
N  -2.558  2.503  0.874  -0.13
C  -0.384  -2.081  3.071  -0.08
C  5.188  -2.743  -0.535  -0.08
C  3.683  -4.286  -1.762  -0.07
C  -3.120  3.773  0.365  -0.10
H  -4.325  1.124  1.047  0.12
H  -4.610  4.073  -4.048  0.13
H  -0.353  4.438  -3.371  0.12
H  1.208  -3.752  -1.014  0.10
H  4.113  -2.087  1.728  0.09
H  -0.562  -3.219  0.605  0.11
H  2.363  -1.593  3.290  0.11
H  -5.023  3.791  -1.680  0.12
H  -0.752  4.144  -0.887  0.10
H  0.695  0.230  1.901  0.15
H  -1.114  -2.879  3.153  0.12
H  -0.024  -1.928  4.070  0.11
H  5.872  -2.916  -1.380  0.09
H  5.132  -1.668  -0.326  0.09
H  5.636  -3.182  0.343  0.07
H  3.082  -5.135  -1.377  0.09
H  4.661  -4.674  -2.007  0.07
H  3.228  -3.866  -2.679  0.09
H  -4.195  3.828  0.537  0.12
H  -2.632  4.589  0.942  0.14


# 3
Computed, not measured: C8H22CsN2O2 as an isolated structure, with ωB97M-V/def2-TZVPD.

## Properties
Multiplicity   1
Energy above the lowest of the compared OMol25 structures with the same formula, charge and spin   190.83 kJ/mol
Total charge   +1
HOMO level   -11.60 eV
E_tot   -597.85636 Eh

Each line ends with the Löwdin charge.
Geometry (Å):
Cs  -5.354  2.050  -1.731  0.93
C  0.475  -1.965  -2.509  -0.08
C  -0.731  -2.341  -1.807  -0.49
C  -0.923  -2.527  -0.320  -0.20
O  -0.346  -3.720  0.127  -0.16
C  1.005  -3.591  0.549  -0.09
N  -1.665  -1.333  -2.230  0.02
H  1.286  -2.656  -2.278  0.08
H  0.847  -1.044  -2.060  0.09
H  0.474  -1.976  -3.599  0.10
H  -0.976  -3.290  -2.284  0.14
H  -1.996  -2.630  -0.161  0.13
H  -0.535  -1.669  0.229  0.12
H  1.482  -4.569  0.617  0.09
H  1.038  -3.114  1.529  0.09
H  1.668  -3.108  -0.168  0.07
H  -2.609  -1.660  -2.086  0.06
H  -1.719  -1.294  -3.238  0.07
C  -1.422  2.326  2.608  -0.06
C  -0.481  2.720  1.446  -0.42
C  1.014  2.214  1.471  -0.15
O  1.789  2.829  0.406  -0.20
C  3.142  2.550  0.376  -0.13
N  -1.177  2.203  0.304  0.01
H  -1.495  1.250  2.769  0.08
H  -2.393  2.806  2.489  0.07
H  -1.020  2.753  3.527  0.07
H  -0.441  3.799  1.302  0.14
H  1.048  1.125  1.502  0.12
H  1.414  2.617  2.401  0.12
H  3.579  3.362  -0.205  0.09
H  3.358  1.594  -0.102  0.09
H  3.591  2.565  1.370  0.09
H  -0.758  2.532  -0.555  0.07
H  -1.170  1.193  0.311  0.06


# 4
Computed, not measured: a 2-piece molecular cluster, C4H16N2O2 overall, with ωB97M-V/def2-TZVPD.

## Properties
Multiplicity   1
Energy above the lowest of the compared OMol25 structures with the same formula, charge and spin   130.89 kJ/mol
Total charge   +2
HOMO level   -18.68 eV
E_tot   -421.36777 Eh

Each line ends with the Löwdin charge.
Geometry (Å):
C  -0.426  1.167  1.193  -0.18
O  -1.610  0.500  0.844  -0.07
C  0.418  1.505  -0.174  -0.21
C  0.724  0.104  -0.742  -0.13
C  -0.463  -0.386  -1.602  -0.10
N  -1.072  -1.655  -0.959  0.20
N  1.516  2.482  0.139  0.26
H  -0.684  2.107  1.690  0.13
H  0.146  0.565  1.871  0.12
H  -2.225  0.646  1.627  0.17
H  -0.358  1.980  -0.764  0.15
H  1.182  -0.632  -0.049  0.13
H  1.560  0.134  -1.455  0.13
H  -0.181  -0.709  -2.613  0.15
H  -1.231  0.421  -1.592  0.14
H  -1.435  -1.484  -0.020  0.14
H  -0.205  -2.247  -0.839  0.15
H  -1.738  -1.937  -1.665  0.17
H  1.727  3.084  -0.654  0.19
H  1.330  3.050  0.999  0.20
H  2.353  1.978  0.413  0.18
H  0.187  -2.988  1.710  0.07
H  1.497  -3.598  1.112  0.07
O  0.751  -3.023  0.925  -0.04


# 5
Computed, not measured: C48H48BCsN14O6PS2 as an isolated structure, with ωB97M-V/def2-TZVPD.

## Properties
Multiplicity   2
Total charge   -2
HOMO level (alpha / beta)   -2.05 / -2.05 eV
E_tot   -4258.64719 Eh

Each line ends with the Löwdin charge.
Geometry (Å):
Cs  -0.277  0.776  -1.456  1.41
C  4.165  -1.990  -1.495  -0.11
C  3.298  -2.055  -0.384  -0.18
N  2.117  -2.536  -0.724  0.09
N  2.189  -2.806  -2.048  0.01
C  3.406  -2.472  -2.538  -0.11
B  0.945  -3.357  -2.808  -0.64
N  0.008  -4.068  -1.828  -0.02
C  0.428  -4.963  -0.904  -0.10
C  -0.668  -5.394  -0.202  -0.10
C  -1.740  -4.688  -0.786  -0.18
N  -1.331  -3.899  -1.763  0.08
N  0.240  -2.240  -3.628  0.01
C  0.523  -1.943  -4.919  -0.09
C  -0.281  -0.897  -5.302  -0.07
C  -1.041  -0.612  -4.152  -0.25
N  -0.715  -1.416  -3.151  -0.08
N  1.377  -4.454  -3.850  -0.02
C  0.513  -5.372  -4.329  -0.09
C  1.151  -6.084  -5.321  -0.09
C  2.431  -5.506  -5.378  -0.20
N  2.559  -4.524  -4.497  0.05
H  5.192  -1.660  -1.527  0.08
H  3.477  -1.762  0.640  0.10
H  3.647  -2.636  -3.573  0.09
H  1.472  -5.211  -0.805  0.12
H  -0.693  -6.094  0.617  0.08
H  -2.786  -4.709  -0.518  0.09
H  1.269  -2.492  -5.471  0.11
H  -0.315  -0.412  -6.263  0.08
H  -1.804  0.146  -4.020  0.09
H  -0.485  -5.446  -3.928  0.12
H  0.757  -6.898  -5.907  0.07
H  3.262  -5.764  -6.019  0.08
C  -0.317  -4.062  4.207  -0.10
C  -1.217  -4.237  2.986  -0.32
N  -2.273  -3.252  2.907  -0.05
C  -2.090  -1.959  2.474  -0.84
S  -0.693  -1.559  1.586  0.57
N  -3.136  -1.188  2.809  -0.05
N  -3.036  0.045  2.297  0.02
C  -4.039  0.842  2.410  -0.31
C  -5.348  0.488  3.066  -0.07
C  -3.883  2.166  1.777  -0.23
C  -4.825  3.184  1.969  -0.04
C  -4.650  4.403  1.333  -0.09
C  -3.552  4.588  0.510  -0.06
C  -2.663  3.524  0.386  -0.15
N  -2.804  2.361  1.002  0.14
H  0.476  -4.817  4.217  0.06
H  -0.890  -4.148  5.134  0.06
H  0.146  -3.075  4.170  0.05
H  -1.684  -5.226  2.996  0.10
H  -0.623  -4.146  2.078  0.04
H  -3.036  -3.329  3.564  0.11
H  -5.329  -0.570  3.314  0.04
H  -6.188  0.690  2.396  0.07
H  -5.511  1.057  3.989  0.07
H  -5.675  3.021  2.618  0.09
H  -5.368  5.203  1.480  0.09
H  -3.376  5.517  -0.015  0.08
H  -1.779  3.608  -0.235  0.07
O  0.903  0.504  3.812  -0.07
N  1.828  1.019  2.955  -0.01
C  2.893  1.368  3.547  -0.12
C  4.055  1.923  2.835  -0.20
C  5.185  2.122  3.628  -0.06
C  6.386  2.565  3.099  -0.10
C  6.466  2.801  1.739  -0.10
C  5.339  2.634  0.943  -0.09
C  4.106  2.223  1.455  -0.25
P  2.550  2.190  0.391  1.15
C  3.343  2.788  -1.150  -0.32
C  3.968  1.652  -1.947  -0.20
C  4.855  2.077  -3.054  -0.04
C  4.769  3.333  -3.547  -0.09
C  3.923  4.299  -2.947  -0.04
C  3.255  4.011  -1.747  -0.09
C  1.809  3.706  1.136  -0.36
C  2.505  4.892  1.353  -0.10
C  1.878  5.977  1.953  -0.10
C  0.555  5.871  2.365  -0.10
C  -0.139  4.683  2.172  -0.07
C  0.483  3.609  1.553  -0.10
H  0.288  -0.003  3.231  0.00
H  2.993  1.204  4.620  0.12
H  5.114  1.908  4.688  0.10
H  7.246  2.714  3.740  0.09
H  7.393  3.136  1.290  0.10
H  5.430  2.870  -0.109  0.09
H  4.402  0.890  -1.298  0.13
H  5.501  1.332  -3.501  0.11
H  5.364  3.615  -4.407  0.10
H  3.825  5.279  -3.392  0.10
H  2.684  4.789  -1.261  0.09
H  3.546  4.969  1.058  0.11
H  2.424  6.900  2.108  0.09
H  0.064  6.713  2.838  0.10
H  -1.167  4.590  2.499  0.10
H  -0.062  2.681  1.392  0.10
O  2.381  1.067  -3.661  0.12
N  2.712  0.914  -2.512  -0.33
O  2.078  0.305  -1.678  -0.36
C  -2.376  9.249  -1.116  -0.06
C  -1.898  7.856  -1.439  -0.29
C  -2.643  7.027  -2.275  -0.06
C  -2.210  5.745  -2.578  -0.06
C  -1.012  5.282  -2.053  -0.26
C  -0.259  6.094  -1.219  -0.04
C  -0.706  7.370  -0.912  -0.04
S  -0.399  3.685  -2.562  0.34
O  0.390  3.978  -3.741  -0.31
O  0.385  3.174  -1.438  -0.66
O  -1.589  2.877  -2.792  -0.46
H  -3.465  9.288  -1.070  0.07
H  -2.052  9.962  -1.879  0.07
H  -1.981  9.586  -0.157  0.07
H  -3.583  7.388  -2.680  0.11
H  -2.794  5.085  -3.207  0.12
H  0.653  5.705  -0.780  0.10
H  -0.122  7.992  -0.242  0.11


# 6
Computed, not measured: one molecule with the formula C11H13ClSi, with ωB97M-V/def2-TZVPD.

## Properties
Multiplicity   3
Energy above the lowest of the compared OMol25 structures with the same formula, charge and spin   49.54 kJ/mol
HOMO level (alpha / beta)   -6.47 / -9.54 eV
E_tot   -1176.49365 Eh

Each line ends with the Löwdin charge.
Geometry (Å):
C  1.671  0.246  3.692  -0.06
C  1.126  -1.025  3.758  -0.07
C  1.468  0.931  2.485  -0.02
C  0.403  -1.546  2.676  -0.07
C  0.832  0.303  1.407  -0.22
C  0.135  -0.916  1.530  -0.21
C  0.667  0.837  0.095  0.06
C  -0.270  -0.158  -0.746  -0.23
C  -0.553  -1.246  0.169  -0.62
C  -2.519  0.486  -2.547  -0.19
C  0.570  1.219  -3.183  -0.23
Si  -0.671  0.009  -2.536  0.59
Cl  -2.253  -1.875  0.525  0.54
H  2.258  0.839  4.342  0.09
H  1.177  -1.753  4.577  0.11
H  1.662  1.995  2.319  0.12
H  -0.054  -2.551  2.794  0.13
H  0.905  1.773  -0.344  0.07
H  -0.127  -2.237  -0.203  0.12
H  -2.789  1.422  -2.077  0.03
H  -2.998  0.416  -3.486  -0.01
H  -2.975  -0.416  -2.025  0.03
H  1.080  0.888  -4.056  0.01
H  0.065  2.115  -3.504  0.02
H  1.223  1.512  -2.373  0.01
H  -0.034  -1.267  -3.289  0.02


# 7
Computed, not measured: one molecule with the formula C2H4N2S2, with ωB97M-V/def2-TZVPD.

## Properties
Multiplicity   1
Energy above the lowest of the compared OMol25 structures with the same formula, charge and spin   379.17 kJ/mol
SMILES   N/N=C/SC=S
HOMO level   -8.33 eV
E_tot   -984.37047 Eh

Each line ends with the Löwdin charge.
Geometry (Å):
C  0.275  -0.779  0.140  -0.56
C  0.805  1.125  -1.824  -1.01
H  -0.858  -1.348  2.024  0.09
H  -1.546  0.420  2.409  0.14
H  0.459  -1.783  0.759  0.12
H  -0.183  1.441  -1.323  0.05
N  -1.277  -0.402  1.681  -0.09
N  -0.547  0.147  0.568  -0.12
S  1.221  -0.372  -1.197  0.86
S  1.651  1.552  -3.236  0.51


Computed molar mass, in the same sequence as the records: 829.80, 349.41, 311.18, 124.18, 1155.83, 208.76, 120.20 g mol⁻¹.